Record 1
{"formula": "C21H14N14O6S2Sn", "method": "ωB97M-V/def2-TZVPD", "orbital_gap_ev": [5.97, 5.00], "e_tot_ev": -82643.83040, "e_above_lowest_ev": 3.577, "total_charge": 0, "elements": ["Sn", "N", "C", "N", "N", "N", "N", "C", "N", "N", "N", "N", "H", "S", "C", "N", "C", "C", "C", "C", "C", "C", "H", "H", "H", "H", "H", "C", "C", "C", "C", "N", "C", "S", "N", "H", "H", "H", "H", "H", "O", "C", "O", "C", "C", "C", "C", "C", "C", "N", "O", "O", "N", "O", "O", "H", "H", "H"], "coordinates": [[1.3895, 0.2519, -1.3175], [-0.8715, -2.2052, -3.2671], [-0.5262, -1.0940, -3.9427], [-1.0439, -0.7518, -5.1358], [-0.4151, 0.3488, -5.4572], [0.4509, 0.6807, -4.5175], [0.4093, -0.2114, -3.5440], [-0.3046, -2.6132, -2.1068], [-0.4487, -3.8499, -1.6193], [0.2805, -3.8657, -0.5260], [0.8452, -2.7022, -0.3302], [0.5081, -1.8834, -1.3220], [-1.5549, -2.8275, -3.6892], [5.0245, -2.2773, -3.5955], [3.5620, -1.4412, -3.2746], [3.4926, -0.8427, -2.1298], [4.6488, -1.0144, -1.3871], [4.9014, -0.4890, -0.1189], [6.1183, -0.7603, 0.4665], [7.0793, -1.5444, -0.1821], [6.8452, -2.0649, -1.4392], [5.6207, -1.7903, -2.0355], [2.7601, -1.4097, -3.9990], [4.1430, 0.1073, 0.3775], [6.3348, -0.3585, 1.4469], [8.0203, -1.7468, 0.3110], [7.5889, -2.6683, -1.9418], [-5.7207, 2.6043, -0.3673], [-4.3538, 2.6653, 0.2361], [-4.1249, 3.1045, 1.5409], [-2.8135, 3.0650, 1.9827], [-1.8067, 2.6747, 1.2149], [-2.1127, 2.3359, -0.0320], [-0.8517, 1.9697, -1.1592], [-3.3387, 2.2826, -0.5287], [-6.4613, 3.0591, 0.2873], [-5.9921, 1.5635, -0.5483], [-5.7178, 3.1128, -1.3304], [-4.9330, 3.4489, 2.1688], [-2.5455, 3.3787, 2.9868], [2.2872, 0.7203, 3.1274], [1.5273, 0.4913, 2.2039], [1.7775, 0.4482, 0.9494], [0.0350, 0.2690, 2.5171], [-0.7384, -0.4563, 1.6276], [-2.1070, -0.5434, 1.8123], [-2.7274, 0.0466, 2.8960], [-1.9284, 0.7365, 3.7915], [-0.5566, 0.8614, 3.6202], [-2.5812, 1.4166, 4.9200], [-3.7907, 1.3096, 5.0180], [-1.8763, 2.0512, 5.6782], [-2.9195, -1.1937, 0.7804], [-2.3825, -1.4256, -0.2921], [-4.0754, -1.4535, 1.0443], [-0.2740, -0.9462, 0.7879], [-3.7969, -0.0054, 3.0264], [0.0410, 1.4319, 4.3166]], "mulliken_charge": [0.9707, 0.0817, 0.4195, -0.3567, -0.4616, -0.5727, 0.5930, 0.1005, -0.3680, -0.6629, -0.2262, 0.8514, 0.2847, -0.2086, -0.1626, 0.0400, -0.0941, -0.3265, -0.7933, -0.4159, -0.5412, 0.8277, 0.3413, 0.2925, 0.4281, 0.3843, 0.3891, -1.1806, 1.0410, -0.8008, -0.3237, -0.3362, 0.3219, -0.1450, -0.5001, 0.3589, 0.2779, 0.3220, 0.4069, 0.6590, -0.6755, -0.1087, -0.5146, 0.5452, -0.0466, -0.3047, 0.0607, -0.6371, -0.6604, 1.1621, -0.6214, -0.6217, 1.0327, -0.5598, -0.6539, 0.4900, 0.6191, 0.5790]}

***

Record 2
{"formula": "C21H14N7NaO4S2", "method": "ωB97M-V/def2-TZVPD", "orbital_gap_ev": 6.34, "e_tot_ev": -66714.57182, "e_above_lowest_ev": 0.665, "total_charge": -2, "elements": ["Na", "N", "C", "C", "C", "C", "C", "C", "S", "O", "O", "N", "C", "N", "C", "C", "C", "N", "H", "H", "H", "H", "H", "H", "H", "H", "H", "O", "C", "O", "C", "C", "C", "C", "S", "C", "C", "H", "H", "H", "H", "H", "N", "C", "C", "C", "N", "C", "N"], "coordinates": [[11.2367, 9.1942, 10.2284], [16.2849, 12.1114, 10.1673], [15.4158, 11.5729, 11.1580], [15.8756, 10.9850, 12.2689], [14.9705, 10.2362, 13.0785], [13.6015, 10.1154, 12.7933], [13.1271, 10.8836, 11.6816], [14.0050, 11.5368, 10.8747], [12.4715, 9.1341, 13.7672], [13.3402, 8.1039, 14.3288], [11.8188, 10.0161, 14.7209], [11.4821, 8.6173, 12.6941], [10.1710, 8.3833, 12.8781], [9.6233, 8.1643, 14.0456], [8.3515, 7.8344, 14.1372], [7.4711, 7.8976, 13.0254], [8.0680, 8.2603, 11.8376], [9.4203, 8.4234, 11.7176], [17.1752, 11.6178, 10.1705], [15.8060, 11.7798, 9.3579], [16.9306, 11.1318, 12.5526], [15.4364, 9.7870, 13.9373], [12.0440, 10.9008, 11.5634], [13.6325, 12.1898, 10.1042], [8.0404, 7.5907, 15.1090], [6.4197, 7.7116, 13.1378], [7.4611, 8.4591, 10.9073], [18.6867, 6.8639, 8.7129], [18.0596, 7.2963, 9.8672], [18.5707, 7.0550, 10.9199], [16.7302, 7.9480, 9.6325], [15.7323, 7.5255, 10.5170], [14.3743, 7.7374, 10.1322], [14.0888, 8.2648, 8.8935], [12.5182, 8.2611, 8.2231], [15.1571, 8.9333, 8.1989], [16.4848, 8.7675, 8.5250], [18.0765, 7.0747, 8.0124], [16.0802, 6.8571, 11.3484], [13.6350, 7.2917, 10.8590], [14.8855, 9.5552, 7.3036], [17.2966, 9.4149, 8.0412], [9.9693, 10.7912, 8.9842], [8.9975, 11.1511, 8.4745], [7.7297, 11.3935, 7.9595], [7.3796, 12.5679, 7.2757], [6.9694, 13.4449, 6.6635], [6.7011, 10.3977, 8.1563], [5.8005, 9.6681, 8.2263]], "mulliken_charge": [0.7748, -0.7667, 0.4314, -0.6847, -0.1695, 0.0194, -1.1555, -0.7860, 1.1999, -0.7572, -0.7329, -0.2761, 0.4020, -0.5533, -0.1889, -0.6652, -0.2013, -0.2309, 0.3207, 0.3550, 0.3236, 0.4219, 1.0946, 0.4144, 0.4722, 0.3784, 0.3492, -0.5133, 0.3082, -0.6011, 1.0321, -0.7843, -0.0781, -0.2050, -0.4727, -0.5356, -0.4818, 0.3579, 0.3088, 0.2891, 0.3158, 0.3153, -0.5434, 0.2211, 0.0068, 0.2336, -0.5592, 0.1430, -0.5461]}

***

Record 3
{"formula": "C21H15ClN3OPdS", "method": "ωB97M-V/def2-TZVPD", "orbital_gap_ev": 6.49, "e_tot_ev": -55371.72943, "e_above_lowest_ev": 0.000, "total_charge": 1, "elements": ["Pd", "Cl", "C", "C", "C", "C", "O", "C", "C", "N", "C", "C", "C", "C", "C", "C", "C", "C", "N", "C", "C", "H", "H", "H", "H", "H", "H", "H", "H", "H", "H", "S", "C", "N", "C", "C", "C", "C", "H", "H", "H", "H", "H"], "coordinates": [[-0.4404, 0.8444, -0.4049], [3.5464, -2.8567, 4.4951], [2.8659, -1.7762, 3.3508], [3.6188, -0.6736, 2.9090], [3.0653, 0.1976, 2.0123], [1.7414, 0.0442, 1.5147], [1.2967, 0.9322, 0.7022], [0.9922, -1.1152, 1.9493], [-0.3179, -1.4305, 1.5057], [-1.1174, -0.6549, 0.8050], [-2.4279, -0.9856, 0.5414], [-3.1722, -1.9427, 1.2339], [-4.4996, -2.1818, 0.8997], [-5.1204, -1.4891, -0.1122], [-4.4209, -0.4963, -0.8249], [-5.0035, 0.2727, -1.8534], [-4.2559, 1.2459, -2.4715], [-2.9360, 1.4571, -2.0694], [-2.3558, 0.7414, -1.1154], [-3.0669, -0.2330, -0.4891], [1.5943, -1.9923, 2.8665], [4.6241, -0.5319, 3.2742], [3.6217, 1.0539, 1.6633], [-0.6716, -2.4236, 1.7779], [-2.7374, -2.4980, 2.0502], [-5.0471, -2.9263, 1.4541], [-6.1511, -1.6829, -0.3605], [-6.0312, 0.0904, -2.1269], [-4.6786, 1.8714, -3.2426], [-2.3522, 2.2448, -2.5276], [1.0339, -2.8438, 3.2197], [0.2991, 2.4268, -1.9471], [1.9459, 1.9531, -1.8333], [2.7701, 2.6402, -0.9916], [4.0718, 2.3165, -0.8318], [4.6270, 1.3035, -1.5553], [3.8276, 0.6034, -2.4831], [2.5010, 0.9354, -2.6192], [2.3501, 3.3722, -0.4283], [4.6343, 2.9023, -0.1221], [5.6613, 1.0379, -1.4165], [4.2622, -0.1812, -3.0805], [1.8528, 0.4280, -3.3181]], "mulliken_charge": [0.7825, -0.2079, 0.1332, -0.7351, -0.3494, 0.5908, -0.7301, 0.1363, 0.2347, -0.4835, 0.4551, -0.6043, -1.0001, -0.9275, 1.0379, -0.4426, -0.9360, 0.0035, -0.1033, 0.5650, -0.9499, 0.4282, 0.4195, 0.4344, 0.3548, 0.4006, 0.4152, 0.4554, 0.3894, 0.3358, 0.4093, -0.4640, 0.4694, 0.1074, -0.4713, -0.4465, -0.2933, -0.4846, 0.2930, 0.4712, 0.4459, 0.4293, 0.4315]}

***

> What is the formula in the second record?

C21H14N7NaO4S2

***

> Number 2 is which compound?

C21H14N7NaO4S2